Model i:
The following is a quantum chemistry calculation of a 2-piece molecular cluster, C2HN3O2 overall, from the OMol25 dataset.

Summary:
SMILES: n1c2[nH]n1-2.O=C=O
Orbital gap (alpha / beta) (Eh): 0.3410 / 0.3411
E_HOMO (alpha / beta) (eV): -9.568 / -9.568
2S+1: 1

Last columns: bonded neighbours and bond lengths (Å).
Geometry (Å):
1 N -0.649 -1.528 0.122  C2 1.405, N4 1.342
2 C 0.021 -2.626 -0.445  N1 1.405, N3 1.384, N4 1.666
3 N 1.090 -1.925 -0.978  C2 1.384, N4 1.380, H5 1.097
4 N 0.646 -1.178 0.094  N1 1.342, C2 1.666, N3 1.380
5 H 2.156 -2.149 -1.108  N3 1.097
6 O 3.878 1.374 0.885  C7 1.140
7 C 3.231 0.881 0.086  O6 1.140, O8 1.143
8 O 2.716 0.340 -0.779  C7 1.143



Model ii:
The following is a quantum chemistry calculation of a 2-piece molecular cluster, C2HN3O2 overall, from the OMol25 dataset.

Summary:
Orbital gap (Eh): 0.3561
E_HOMO (eV): -10.615
2S+1: 1

Last columns: bonded neighbours and bond lengths (Å).
Geometry (Å):
1 C -0.280 -1.902 -0.286  N3 1.212
2 C -1.989 0.363 -0.052  O6 1.142, O7 1.144
3 N 0.482 -0.985 -0.070  C1 1.212, N4 1.309
4 N 1.598 -0.360 0.211  N3 1.309, N5 1.232
5 N 1.701 0.838 -0.052  N4 1.232, H8 1.084
6 O -1.986 0.230 1.082  C2 1.142
7 O -2.163 0.586 -1.161  C2 1.144
8 H 2.638 1.230 0.329  N5 1.084



Model iii:
The following is a quantum chemistry calculation of a 3-piece molecular cluster, C2HN3O2 overall, from the OMol25 dataset.

Summary:
Orbital gap (Eh): 0.4398
E_HOMO (eV): -11.522
2S+1: 1

Last columns: bonded neighbours and bond lengths (Å).
Geometry (Å):
1 C 1.157 0.375 -0.947  N5 1.155
2 C -3.503 -0.061 0.053  O6 1.137, O7 1.148
3 N 3.570 0.073 -0.063  N4 1.098
4 N 4.555 -0.408 -0.144  N3 1.098
5 N 0.673 0.197 0.087  C1 1.155, H8 0.933
6 O -2.767 -0.883 0.327  C2 1.137
7 O -4.189 0.801 -0.270  C2 1.148
8 H 0.505 -0.095 0.957  N5 0.933



model i is the least stable structure shown above.